1.
Computed, not measured: a molecular structure, C55H66AsN4O4SSb2Sc, with ωB97M-V/def2-TZVPD.

XYZ file:
```
134
Properties=species:S:1:pos:R:3:lowdin_charge:R:1
C 0.743 -6.050 4.910 -0.256
C -0.977 -0.718 1.394 -0.572
H -0.737 6.625 1.883 0.050
C -0.528 2.333 -2.759 -0.391
H 0.776 -3.268 2.943 0.093
C 1.247 5.366 -0.672 -0.164
H 2.882 1.237 -4.372 0.098
Sb -0.329 3.370 0.997 1.526
C -3.302 -2.820 0.047 -0.280
H 1.351 6.326 -1.188 0.087
C 4.834 0.978 -1.328 -0.056
O -0.544 -1.887 1.184 -0.064
C -1.858 -2.561 -5.170 -0.004
H -0.592 0.240 -7.734 0.112
H -2.911 5.439 1.102 0.075
C -0.251 -3.539 -3.211 -0.442
H -2.540 5.595 -3.184 0.117
H 2.408 4.754 2.228 0.060
Sb 0.404 -4.663 -1.501 1.614
C -0.700 4.577 -3.600 -0.059
H 1.936 -0.174 2.060 0.084
H 0.444 -4.971 -4.649 0.107
H -2.169 3.064 2.880 0.063
H -4.577 -1.582 -1.141 0.092
S 0.515 -1.534 5.224 0.652
C 0.840 0.590 -4.675 -0.337
H 0.889 -5.739 2.793 0.108
C 2.163 0.811 -2.075 -0.420
H -4.779 -3.673 1.341 0.130
C 3.036 -0.244 -2.353 -0.158
C 3.969 2.026 -1.056 -0.065
H -3.469 -5.743 1.743 0.129
C -3.091 -4.971 1.086 -0.008
C 0.784 -5.259 3.761 -0.040
H -2.552 -2.185 -5.910 0.137
H -3.848 -1.335 -3.568 0.105
C 0.825 3.390 2.839 -0.577
H 2.918 3.544 3.395 0.084
H -3.407 -0.675 -0.177 0.060
O 1.229 -1.003 4.089 -0.301
H 0.997 3.316 -3.922 0.112
H -3.512 3.703 -1.931 0.104
C 0.017 3.398 -3.469 -0.104
H -4.816 -1.405 0.592 0.097
C -3.317 2.619 1.120 -0.169
C 0.006 5.382 0.224 -0.555
H 5.071 -3.667 0.437 0.128
H 3.390 1.439 -6.739 0.115
H 0.169 7.491 0.655 0.085
H 2.160 5.214 -0.092 0.066
C -1.418 -4.119 -0.384 -0.410
N -2.120 -2.982 -0.565 -0.013
C -0.185 -4.109 -4.467 -0.086
H 1.956 2.759 -1.205 0.055
C -0.121 0.328 -5.646 -0.111
H 0.886 -8.011 5.792 0.082
C 2.562 -1.395 0.454 -0.277
H -2.066 0.559 2.658 0.119
H 3.328 -4.932 -0.825 0.096
C 0.109 6.548 1.207 -0.131
C -2.888 4.899 2.051 -0.138
N -1.020 -2.458 -2.956 -0.050
H 0.357 5.330 3.709 0.063
H 4.331 2.918 -0.560 0.117
O 0.846 -1.127 6.552 -0.259
H 0.463 -3.554 7.207 0.123
C 3.800 -1.974 0.733 0.013
C 4.366 -0.161 -1.979 -0.071
H -3.917 4.851 2.423 0.083
H 5.877 1.051 -1.047 0.116
H 1.017 6.478 1.805 0.063
C 0.589 -3.279 5.086 -0.283
H 1.391 0.435 0.482 0.048
H -4.226 2.465 1.712 0.084
C 2.630 1.942 -1.428 -0.110
H -1.443 -2.301 3.338 0.106
C -2.321 3.493 1.885 -0.565
C 0.837 -7.548 4.808 -0.038
H -0.029 -7.960 4.287 0.085
H 1.676 0.931 -8.451 0.115
O -1.090 0.047 0.363 -0.165
H 0.772 2.345 3.166 0.056
As 0.351 0.616 -2.759 1.362
C 2.285 3.710 2.519 -0.151
H 1.193 4.594 -1.441 0.020
H -1.289 -6.034 0.578 0.096
H -2.207 1.636 -1.601 0.075
H -3.623 3.108 0.193 0.053
C 2.401 1.118 -6.439 -0.055
C -1.870 -5.131 0.442 -0.101
C 4.104 -3.222 0.243 -0.010
C -1.695 -1.321 3.745 -0.181
H -2.775 -1.315 3.890 0.131
C 0.717 -3.879 3.836 -0.061
H 1.727 -7.845 4.251 0.087
C -4.062 -1.547 -0.179 0.005
H 4.508 -1.421 1.335 0.140
C -1.972 4.682 -3.056 -0.058
C -2.834 -0.933 -3.510 -0.019
C -1.306 -0.217 2.750 -0.050
C 3.136 -3.925 -0.477 -0.106
C 0.544 -4.041 6.245 -0.026
C -3.817 -3.819 0.869 0.015
H 5.044 -0.974 -2.208 0.116
C -2.519 3.618 -2.352 -0.077
H -0.267 5.409 -4.141 0.119
C 2.211 -0.053 1.008 0.000
C 0.621 -5.422 6.146 -0.013
H -1.365 -0.443 5.649 0.127
H 2.688 -1.119 -2.895 0.110
C 1.919 -3.322 -0.706 -0.433
H -2.911 1.640 0.853 0.020
C -0.985 -3.582 -5.477 -0.010
Sc -0.413 -1.478 -0.890 0.928
C -1.793 2.445 -2.192 -0.154
C 1.441 0.834 -7.399 -0.061
H 2.678 3.090 1.705 0.044
C -1.853 -2.002 -3.895 -0.330
H -2.318 5.489 2.766 0.059
H -1.125 0.065 -5.366 0.066
H -2.673 -0.582 -2.492 0.038
H -0.386 0.274 3.083 0.113
N -1.088 -1.221 5.062 -0.125
C 0.174 0.443 -6.997 -0.064
H 3.073 0.612 0.969 0.090
H -0.742 4.053 4.222 0.058
C 0.296 4.274 3.967 -0.130
H 0.596 -6.021 7.047 0.123
C 2.107 1.000 -5.087 -0.101
H -2.798 -0.066 -4.169 0.087
H 0.887 4.128 4.876 0.083
N 1.665 -2.063 -0.285 -0.021
H -0.960 -4.002 -6.474 0.128
H -0.870 5.527 -0.418 0.062
```

- total charge = +2
- LUMO (eV) = -5.49


2.
Computed, not measured: a gas-phase ion, C4H8N3O (charge +1), with ωB97M-V/def2-TZVPD.

XYZ file:
```
16
Properties=species:S:1:pos:R:3:lowdin_charge:R:1
H 2.909 0.407 0.605 0.113
N -2.243 -0.868 -0.164 0.170
N 0.231 -1.064 0.171 0.041
C 0.412 1.372 0.255 -0.025
H 1.296 2.010 0.390 0.098
H -0.127 1.894 -0.562 0.091
C 2.262 -0.189 -0.102 -0.024
C -0.903 -1.529 0.130 -0.112
H -1.028 -2.673 0.151 0.159
N 0.843 0.016 0.007 -0.252
H 2.548 0.294 -1.073 0.112
O -2.787 1.435 -0.218 0.358
H 2.386 -1.225 -0.095 0.074
H -2.971 -1.645 -0.459 0.252
C -2.561 0.341 -0.204 -0.174
H -0.267 1.425 1.168 0.119
```

- total charge = +1
- SMILES = CN(C)/N=C\[NH+]=C=O
- LUMO (eV) = -5.05


3.
Computed, not measured: 2 unconnected molecules or ions with the total composition C3H3Cl3S2, with ωB97M-V/def2-TZVPD.

XYZ file:
```
11
Properties=species:S:1:pos:R:3:lowdin_charge:R:1
H 2.557 0.466 -1.271 0.049
Cl -0.933 2.441 -0.476 0.552
Cl 1.304 0.741 2.088 0.731
H 0.210 0.483 -2.421 -0.088
Cl 3.864 -0.336 0.600 0.508
S -0.752 -0.267 -1.778 0.687
C 1.308 0.620 0.495 -0.827
C 2.369 0.263 -0.226 -0.598
S -1.757 0.120 1.031 0.665
C -0.757 0.718 -0.319 -1.540
H -1.300 1.015 1.936 -0.140
```

- total charge = 0
- LUMO (eV) = -0.59


4.
Computed, not measured: C20H20N4O3S in the gas phase, with ωB97M-V/def2-TZVPD.

XYZ file:
```
48
Properties=species:S:1:pos:R:3:lowdin_charge:R:1
H 0.941 5.599 -0.187 0.122
H 3.255 2.042 1.717 0.079
C 0.734 -3.182 -0.938 -0.030
C -0.184 1.396 2.413 -0.664
C -0.246 -3.873 -0.231 -0.138
O -0.723 5.392 -2.053 -0.068
C 1.385 -5.223 -2.024 -0.084
C -2.406 -1.148 1.214 -0.086
H -1.273 4.724 -3.942 0.096
H 0.765 -0.728 3.753 0.088
N -0.514 0.071 2.343 -0.037
O -1.474 -3.701 1.806 0.057
H -2.540 4.615 -2.685 0.099
H 0.934 -1.405 2.111 0.092
N -2.025 1.305 1.349 0.075
H -1.077 2.753 -2.663 0.106
C -0.386 -5.246 -0.410 -0.019
C 1.156 2.218 -0.170 -0.193
C 1.547 -3.862 -1.828 -0.074
C 0.766 4.572 -0.462 0.018
H -2.043 6.203 -3.319 0.094
H -2.677 -1.768 2.075 0.130
H -0.459 -1.855 3.113 0.091
H 2.312 -3.324 -2.369 0.105
C -0.145 4.312 -1.494 -0.262
N -1.572 -1.970 0.365 0.092
C -1.137 -3.196 0.750 -0.465
C 1.400 3.547 0.194 -0.031
H 0.302 -6.980 -1.453 0.104
C -1.682 0.077 1.642 -0.292
H 0.897 -2.128 -0.769 0.084
H -1.135 -5.771 0.163 0.118
S 1.312 1.973 3.107 0.975
C -0.382 2.990 -1.873 0.000
H -3.312 -0.838 0.686 0.130
H -1.237 -1.568 -0.496 0.139
N -1.094 2.130 1.836 0.039
H 2.081 3.786 0.995 0.099
C -1.697 5.205 -3.055 -0.078
O 1.560 -0.081 0.140 0.050
C 2.463 1.304 1.827 -0.343
C 0.223 -1.045 2.861 -0.009
H 2.019 -5.747 -2.725 0.102
C 0.421 -5.916 -1.310 -0.076
C 0.266 1.968 -1.219 -0.007
H 0.081 0.943 -1.501 0.116
H 2.883 0.365 2.190 0.082
C 1.719 1.064 0.528 -0.426
```

- total charge = 0
- SMILES = COc1ccc(C(=O)CSc2nnc(CNC(=O)c3ccccc3)n2C)cc1
- LUMO (eV) = 0.03


5.
Computed, not measured: C5H10N4O3S in the gas phase, with ωB97M-V/def2-TZVPD.

XYZ file:
```
23
Properties=species:S:1:pos:R:3:lowdin_charge:R:1
H -3.119 1.916 -0.720 0.105
H 0.499 -0.561 2.791 0.103
H 1.357 -3.066 -0.275 0.081
H 1.532 2.690 -0.923 0.099
N 1.822 -0.618 -1.148 0.092
H -0.137 -2.638 0.388 0.095
H -3.335 1.390 0.959 0.072
C 0.421 -0.147 0.750 -0.603
N 0.974 -1.002 -0.166 -0.139
S -1.875 0.102 -0.272 0.638
H -1.934 2.431 0.571 0.041
N 1.115 -0.205 2.018 0.108
C 0.546 -2.376 -0.405 -0.006
O -2.914 -0.897 -0.308 -0.276
H 3.105 0.849 -1.846 0.100
C 2.166 0.573 -1.392 -0.126
O -0.902 -0.379 0.984 -0.149
H 0.229 -2.504 -1.379 0.067
H 2.087 -0.639 2.099 0.126
C -2.557 1.661 0.241 -0.110
C 1.419 1.639 -0.724 -0.204
N 0.671 1.514 0.268 0.147
O -1.170 0.267 -1.512 -0.264
```

- total charge = 0
- SMILES = CN1N=CC=N[C@@]1(N)OS(C)(=O)=O
- LUMO (eV) = 0.65


6.
Computed, not measured: a molecular structure, C4H11O3, with ωB97M-V/def2-TZVPD.

XYZ file:
```
18
Properties=species:S:1:pos:R:3:lowdin_charge:R:1
O -1.039 -0.100 -1.437 -0.228
C 1.300 -0.571 0.295 -0.362
H -2.844 -0.512 -0.667 0.102
H -1.868 -0.661 1.931 0.106
C -1.256 -0.621 0.952 -0.207
H 0.365 0.910 1.320 0.113
H 1.857 1.063 -1.433 0.072
H 1.118 2.425 -1.761 0.020
C 0.183 -0.215 1.275 -0.237
O 1.918 2.102 -1.342 -0.133
H 1.694 0.517 -0.081 0.085
O 0.834 -1.301 -0.799 -0.243
H -1.126 -1.775 0.591 0.140
H 0.482 -0.498 2.242 0.060
H -2.015 1.085 -0.090 0.093
C -1.827 -0.028 -0.373 -0.464
H 0.057 -0.600 -1.277 -0.025
H 2.169 -1.219 0.655 0.107
```

- total charge = -1
- LUMO (eV) = 4.15


Quick rundown of energy relative to the best compared isomer or geometry (same formula, charge and spin), same order as above: 27.3; 126.9; 68.3; 33.6; 58.3; 54.5 kcal per mole
Quick rundown of Kohn-Sham gap, same order as above: 6.037; 7.763; 8.431; 8.768; 9.114; 7.684 eV